ORCA calculation (ωB97M-V/def2-TZVPD) on C14H13P in the gas phase.

Charge: 0
LUMO energy (eV): -0.183
HOMO-LUMO gap (eV): 7.37
Max |F| (Eh/bohr): 0.0816

Last column: natural (NBO) charge in e.
Atoms and positions in Å:
C (-2.769, -2.295, 0.494)  -0.215
C (-2.641, 2.512, 0.132)  -0.205
C (-3.398, -1.084, 0.423)  -0.167
C (-3.334, 1.345, 0.271)  -0.188
C (-1.381, -2.358, 0.411)  -0.179
C (-1.255, 2.472, -0.039)  -0.199
C (-2.658, 0.107, 0.271)  -0.064
C (-1.241, 0.061, 0.126)  0.024
C (-0.608, -1.222, 0.200)  -0.160
C (-0.550, 1.290, -0.059)  -0.014
C (0.798, -1.422, 0.149)  0.007
C (1.634, -2.289, -0.360)  -0.489
C (0.928, 1.363, -0.281)  -0.730
C (3.518, 0.524, 0.352)  -0.967
P (1.866, 0.652, 1.180)  0.712
H (-3.337, -3.206, 0.618)  0.216
H (-3.152, 3.463, 0.147)  0.214
H (-4.473, -1.013, 0.496)  0.209
H (-4.407, 1.347, 0.398)  0.210
H (-0.882, -3.312, 0.502)  0.215
H (-0.723, 3.403, -0.165)  0.206
H (2.693, -2.262, -0.164)  0.210
H (1.305, -3.073, -1.034)  0.199
H (1.213, 0.789, -1.167)  0.235
H (1.231, 2.405, -0.432)  0.223
H (3.948, 1.522, 0.254)  0.235
H (3.429, 0.075, -0.636)  0.229
H (4.183, -0.077, 0.968)  0.233



ORCA calculation (ωB97M-V/def2-TZVPD) on a molecular structure, C30H45F9N5O2SbSi3V.

Charge: +3
LUMO energy (alpha / beta) (eV): -9.123 / -9.126
HOMO-LUMO gap (alpha / beta) (eV): 7.15 / 7.14
Max |F| (Eh/bohr): 0.0166

Last column: Löwdin charge in e.
Atoms and positions in Å:
V (0.499, -1.382, 0.499)  0.941
C (-1.383, 3.040, 0.306)  -0.271
Sb (-0.021, 1.610, -0.516)  1.488
C (-0.455, 0.026, 0.986)  -0.297
C (-1.570, 0.021, 1.943)  -0.300
C (-2.645, -0.817, 1.669)  -0.036
C (-3.758, -0.828, 2.489)  0.019
C (-3.786, 0.005, 3.595)  0.022
C (-2.685, 0.788, 3.844)  -0.064
N (-1.588, 0.807, 3.053)  0.020
Si (-0.195, 1.823, 3.894)  0.578
C (0.136, 0.824, 5.413)  -0.131
C (-0.985, 3.477, 4.197)  -0.148
C (1.313, 1.938, 2.825)  -0.168
C (-1.110, 0.620, -2.167)  -0.526
C (-0.928, -0.857, -2.256)  -0.345
C (-1.387, -1.512, -3.413)  -0.034
C (-1.158, -2.846, -3.652)  0.025
C (-0.424, -3.592, -2.731)  -0.001
C (0.000, -2.942, -1.612)  -0.094
N (-0.262, -1.628, -1.344)  -0.002
Si (-2.969, 1.188, -2.358)  0.477
C (-3.962, 0.715, -0.842)  -0.160
C (-3.011, 3.029, -2.667)  -0.159
C (-3.906, 0.373, -3.756)  -0.159
Si (-0.024, 1.345, -3.653)  0.441
C (1.571, 0.353, -3.606)  -0.155
C (-0.805, 1.211, -5.338)  -0.147
C (0.347, 3.164, -3.389)  -0.185
H (-1.111, 3.172, 1.353)  -0.016
H (-2.433, 2.782, 0.223)  0.005
H (-1.197, 3.984, -0.204)  0.027
H (-2.601, -1.453, 0.797)  0.125
H (-4.591, -1.482, 2.266)  0.143
H (-4.633, 0.042, 4.265)  0.138
H (-2.654, 1.431, 4.714)  0.127
H (-0.729, 0.741, 6.072)  0.053
H (0.927, 1.316, 5.987)  0.063
H (0.482, -0.183, 5.174)  0.029
H (-1.947, 3.604, 3.697)  0.044
H (-0.328, 4.275, 3.843)  0.054
H (-1.145, 3.642, 5.264)  0.057
H (1.751, 0.990, 2.519)  0.014
H (2.050, 2.426, 3.475)  0.066
H (1.206, 2.586, 1.956)  0.005
H (-1.919, -0.932, -4.147)  0.076
H (-1.530, -3.303, -4.561)  0.140
H (-0.194, -4.636, -2.880)  0.134
H (0.571, -3.481, -0.862)  0.102
H (-3.607, 1.097, 0.113)  0.006
H (-4.050, -0.372, -0.772)  0.040
H (-4.975, 1.099, -0.990)  0.061
H (-2.333, 3.637, -2.071)  0.009
H (-4.025, 3.383, -2.464)  0.061
H (-2.812, 3.245, -3.718)  0.043
H (-4.129, -0.679, -3.574)  0.048
H (-3.475, 0.477, -4.751)  0.033
H (-4.870, 0.893, -3.782)  0.062
H (1.421, -0.663, -3.981)  0.047
H (1.982, 0.293, -2.595)  -0.003
H (2.318, 0.833, -4.242)  0.054
H (-0.938, 0.194, -5.703)  0.044
H (-0.114, 1.704, -6.029)  0.061
H (-1.753, 1.742, -5.416)  0.036
H (0.792, 3.473, -2.442)  0.002
H (-0.526, 3.788, -3.578)  0.035
H (1.085, 3.418, -4.157)  0.058
C (6.833, -0.359, -1.508)  0.027
N (5.534, -0.232, -0.854)  -0.059
C (4.388, -1.085, -1.095)  0.001
C (3.397, -0.442, -0.163)  -0.399
O (2.199, -0.899, -0.022)  -0.155
N (3.875, 0.578, 0.470)  0.242
C (5.181, 0.693, 0.027)  -0.347
N (5.959, 1.656, 0.471)  0.264
H (6.894, -1.337, -1.976)  0.108
H (7.632, -0.294, -0.770)  0.107
H (6.963, 0.408, -2.271)  0.111
H (4.583, -2.125, -0.822)  0.162
H (4.050, -1.044, -2.134)  0.150
H (5.597, 2.297, 1.158)  0.142
H (6.912, 1.768, 0.163)  0.136
F (1.003, -5.794, 2.595)  0.239
C (0.633, -4.829, 1.786)  -0.560
F (1.656, -4.515, 0.954)  0.153
F (-0.374, -5.236, 1.025)  0.205
C (0.241, -3.524, 2.539)  -0.169
O (-0.163, -2.614, 1.573)  -0.160
C (-0.963, -3.733, 3.503)  -0.559
F (-2.008, -4.198, 2.829)  0.206
F (-0.652, -4.563, 4.479)  0.231
F (-1.311, -2.542, 4.018)  0.172
C (1.495, -2.937, 3.307)  -0.504
F (2.524, -3.757, 3.316)  0.226
F (1.221, -2.577, 4.547)  0.210
F (1.884, -1.801, 2.639)  0.110



ORCA calculation (ωB97M-V/def2-TZVPD) on a gas-phase ion, C3HO3 (charge -1).

Charge: -1
LUMO energy (eV): 4.045
HOMO-LUMO gap (eV): 8.50
Max |F| (Eh/bohr): 0.1895
SMILES string: O=C=CC(=O)[O-]

Last column: natural (NBO) charge in e.
Atoms and positions in Å:
O (2.546, -1.637, 0.046)  -0.603
C (1.436, -0.994, 0.161)  0.651
C (0.293, -0.488, -0.023)  -0.643
C (-0.967, -1.433, 0.026)  0.793
O (-1.481, -1.395, 1.145)  -0.738
O (-1.298, -1.924, -1.064)  -0.725
H (0.103, 0.318, 0.759)  0.266



ORCA calculation (ωB97M-V/def2-TZVPD) on a molecular structure, C5H10O.

Charge: 0
LUMO energy (alpha / beta) (eV): 0.447 / 0.698
HOMO-LUMO gap (alpha / beta) (eV): 7.35 / 7.93
Max |F| (Eh/bohr): 0.0184

Last column: natural (NBO) charge in e.
Atoms and positions in Å:
O (2.709, 0.016, 0.040)  -0.667
C (1.443, -0.081, 0.517)  0.163
C (0.354, 0.119, -0.346)  -0.378
C (-0.897, -0.738, -0.056)  -0.199
C (-1.911, 0.339, -0.464)  -0.463
C (-0.760, 1.261, -0.124)  -0.341
H (3.335, -0.180, 0.747)  0.484
H (0.911, -2.100, 0.295)  -0.050
H (1.316, -0.078, 1.598)  0.165
H (0.656, 0.105, -1.398)  0.232
H (-0.977, -0.931, 1.025)  0.168
H (0.162, -2.151, -0.032)  0.040
H (-2.166, 0.328, -1.529)  0.205
H (-2.815, 0.432, 0.140)  0.211
H (-0.774, 1.602, 0.913)  0.211
H (-0.542, 2.098, -0.794)  0.220



ORCA calculation (ωB97M-V/def2-TZVPD) on 2 unconnected molecules or ions with the total composition H5N2O2P.

Charge: 0
LUMO energy (eV): 0.307
HOMO-LUMO gap (eV): 10.81
Max |F| (Eh/bohr): 0.0954

Last column: natural (NBO) charge in e.
Atoms and positions in Å:
N (-2.907, -0.894, -0.465)  -1.244
N (1.982, 0.735, 0.111)  -1.078
O (-1.272, 0.458, 1.191)  -1.052
O (-0.187, -0.994, -0.437)  -0.992
P (-1.542, -0.495, 0.090)  2.298
H (-3.033, -1.652, -1.082)  0.399
H (2.280, 0.657, 1.098)  0.380
H (1.522, 1.706, 0.004)  0.380
H (2.770, 0.748, -0.423)  0.365
H (0.387, -0.268, -0.086)  0.544



ORCA calculation (ωB97M-V/def2-TZVPD) on a molecular structure, C7H14FO5STl.

Charge: +2
LUMO energy (eV): -13.077
HOMO-LUMO gap (eV): 2.43
Max |F| (Eh/bohr): 0.1593

Last column: natural (NBO) charge in e.
Atoms and positions in Å:
Tl (-1.931, 0.377, 5.144)  1.004
F (-1.031, 1.344, 2.578)  -0.386
O (-1.803, 4.818, 0.704)  -0.233
C (-0.853, 4.207, 1.039)  0.799
O (0.275, 4.676, 1.467)  -0.366
C (1.227, 3.582, 1.753)  -0.073
C (0.643, 2.384, 1.013)  -0.505
C (-0.854, 2.573, 1.023)  -0.184
H (1.216, 3.443, 2.833)  0.216
H (2.213, 3.919, 1.451)  0.266
H (0.917, 1.511, 1.638)  0.324
H (1.059, 2.230, 0.020)  0.310
H (-1.391, 2.119, 1.886)  0.422
H (-1.348, 2.318, 0.086)  0.323
O (1.387, -0.990, -1.879)  -0.908
S (0.330, -1.474, -1.072)  2.402
O (-1.004, -0.991, -1.217)  -0.925
O (0.259, -3.059, -1.201)  -0.699
C (0.392, -3.668, -2.486)  -0.095
C (-0.973, -4.063, -3.057)  -0.643
C (0.746, -1.354, 0.611)  -0.898
H (1.051, -4.545, -2.476)  0.218
H (0.934, -2.992, -3.155)  0.211
H (-0.922, -5.067, -3.470)  0.235
H (-1.359, -3.359, -3.796)  0.228
H (-1.717, -4.099, -2.259)  0.226
H (0.567, -0.318, 0.907)  0.198
H (1.822, -1.445, 0.756)  0.270
H (0.151, -2.074, 1.159)  0.268



ORCA calculation (ωB97M-V/def2-TZVPD) on 2 unconnected molecules or ions with the total composition H4O2.

Charge: 0
LUMO energy (eV): 0.712
HOMO-LUMO gap (eV): 12.18
Max |F| (Eh/bohr): 0.0243
SMILES string: O.O

Last column: natural (NBO) charge in e.
Atoms and positions in Å:
O (-1.239, 2.138, 1.158)  -0.939
H (-0.346, 2.552, 1.146)  0.470
H (-1.330, 1.715, 0.275)  0.469
O (0.831, -2.187, -0.488)  -0.939
H (0.315, -2.022, -1.310)  0.469
H (1.770, -2.195, -0.782)  0.470



ORCA calculation (ωB97M-V/def2-TZVPD) on a molecular structure, C14H20BrFINO5P.

Charge: -1
LUMO energy (eV): 1.389
HOMO-LUMO gap (eV): 4.67
Max |F| (Eh/bohr): 0.1120

Last column: natural (NBO) charge in e.
Atoms and positions in Å:
O (-4.597, -2.491, -2.097)  -0.748
C (-4.500, -1.651, -0.889)  -0.076
C (-3.431, -0.400, -1.184)  -0.440
C (-1.920, -0.908, -0.678)  -0.436
C (-0.869, 0.345, -0.777)  -0.259
C (-0.538, 1.261, 0.542)  -0.634
P (-1.114, 0.708, 2.275)  0.999
O (-0.815, 2.121, 3.310)  -0.950
I (-3.575, 0.423, 2.397)  -0.190
C (1.077, 1.519, 0.425)  0.593
F (1.422, 2.881, -0.046)  -0.388
C (2.057, 1.250, 1.711)  -0.096
C (2.434, 2.399, 2.868)  -0.310
C (3.469, 1.912, 4.026)  0.012
N (4.162, 0.611, 4.249)  -0.447
C (3.842, -0.472, 3.278)  0.041
C (2.831, -0.184, 2.037)  -0.256
O (1.540, 0.469, -0.528)  -0.547
C (0.561, 0.132, -1.607)  0.531
O (0.886, 1.213, -2.595)  -0.710
C (1.025, -1.396, -1.994)  -0.482
C (0.954, -1.753, -3.594)  -0.066
O (-0.118, -1.070, -4.337)  -0.733
H (-4.241, -3.416, -1.860)  0.473
H (-5.579, -1.281, -0.627)  0.184
H (-4.114, -2.341, 0.003)  0.175
H (-3.764, 0.608, -0.684)  0.223
H (-3.373, -0.225, -2.344)  0.219
H (-1.948, -1.350, 0.427)  0.222
H (-1.662, -1.825, -1.376)  0.223
H (-1.438, 1.070, -1.536)  0.217
H (-0.997, 2.344, 0.352)  0.248
H (-1.450, 2.872, 3.034)  0.476
H (1.957, 3.489, 2.815)  0.228
H (3.741, 2.763, 4.822)  0.197
H (4.340, -1.546, 3.369)  0.262
H (2.629, -1.084, 1.288)  0.217
H (0.417, 2.026, -2.241)  0.473
H (2.176, -1.477, -1.689)  0.271
H (0.478, -2.241, -1.374)  0.227
H (2.034, -1.618, -4.080)  0.201
H (0.727, -2.918, -3.683)  0.160
H (-0.913, -0.869, -3.756)  0.469
Br (6.198, 0.102, 2.347)  -0.773



ORCA calculation (ωB97M-V/def2-TZVPD) on 2 unconnected molecules or ions with the total composition C6H17NO.

Charge: 0
LUMO energy (eV): 0.950
HOMO-LUMO gap (eV): 9.49
Max |F| (Eh/bohr): 0.0330
SMILES string: CCCNC(C)C.O

Last column: natural (NBO) charge in e.
Atoms and positions in Å:
C (2.023, 2.304, 0.108)  -0.612
C (1.416, 0.948, -0.159)  -0.419
C (-0.144, 0.895, -0.011)  -0.227
N (-0.486, -0.150, 0.951)  -0.656
C (-0.652, -1.489, 0.423)  -0.043
C (-0.523, -2.463, 1.613)  -0.604
C (-2.006, -1.716, -0.274)  -0.632
H (3.085, 2.357, -0.125)  0.215
H (1.565, 3.101, -0.483)  0.203
H (1.902, 2.572, 1.157)  0.207
H (1.726, 0.505, -1.110)  0.171
H (1.725, 0.203, 0.567)  0.227
H (-0.663, 0.683, -0.944)  0.179
H (-0.489, 1.874, 0.332)  0.196
H (-1.174, 0.113, 1.639)  0.366
H (0.148, -1.653, -0.303)  0.186
H (0.538, -2.603, 1.852)  0.213
H (-1.069, -2.106, 2.475)  0.206
H (-0.819, -3.467, 1.301)  0.202
H (-2.242, -2.777, -0.299)  0.209
H (-2.797, -1.223, 0.287)  0.201
H (-2.067, -1.332, -1.294)  0.210
O (0.358, 1.864, -2.920)  -0.945
H (0.833, 1.176, -2.452)  0.474
H (-0.185, 2.384, -2.331)  0.471



ORCA calculation (ωB97M-V/def2-TZVPD) on C3H3NO2 in the gas phase.

Charge: 0
LUMO energy (alpha / beta) (eV): -0.347 / -0.464
HOMO-LUMO gap (alpha / beta) (eV): 8.84 / 9.43
Max |F| (Eh/bohr): 0.0608

Last column: natural (NBO) charge in e.
Atoms and positions in Å:
C (0.617, -1.074, 0.112)  -0.143
C (0.697, 0.172, 0.395)  -0.016
C (-1.590, 0.534, -0.218)  0.393
N (-1.975, -0.759, -0.629)  -0.016
O (-0.310, 1.116, -0.047)  -0.504
O (-2.130, -0.343, 0.704)  -0.328
H (0.727, -2.114, 0.345)  0.223
H (1.435, 0.883, 0.765)  0.221
H (-2.211, 1.425, -0.547)  0.170



ORCA calculation (ωB97M-V/def2-TZVPD) on 2 unconnected molecules or ions with the total composition C11H12IN2S.

Charge: +1
LUMO energy (eV): -3.669
HOMO-LUMO gap (eV): 8.65
Max |F| (Eh/bohr): 0.0913

Last column: natural (NBO) charge in e.
Atoms and positions in Å:
C (-1.230, -2.395, 2.692)  -0.171
C (0.151, -2.336, 2.848)  -0.189
C (-1.887, -1.846, 1.611)  -0.240
C (0.929, -1.739, 1.816)  -0.200
C (-1.183, -1.246, 0.629)  0.187
C (0.234, -1.261, 0.693)  0.089
C (-0.356, -0.018, -1.041)  0.290
C (1.739, 0.594, -2.238)  -0.407
C (1.916, 0.158, -0.774)  -0.122
C (2.726, 1.620, -2.628)  -0.651
C (-2.810, -0.253, -1.034)  -0.425
N (-1.509, -0.452, -0.426)  -0.324
N (0.673, -0.499, -0.338)  -0.407
S (-0.064, 0.968, -2.407)  0.423
I (3.696, -0.780, -0.168)  0.307
H (-1.818, -2.810, 3.429)  0.229
H (0.585, -2.677, 3.842)  0.251
H (-2.944, -1.834, 1.631)  0.235
H (2.085, -1.678, 1.803)  0.249
H (1.926, -0.494, -2.656)  0.252
H (1.989, 1.653, 0.175)  0.158
H (2.460, 2.447, -1.980)  0.238
H (2.858, 1.871, -3.782)  0.269
H (3.728, 1.257, -2.181)  0.251
H (-3.101, -1.042, -1.709)  0.235
H (-3.691, -0.027, -0.282)  0.248
H (-2.774, 0.679, -1.518)  0.225



ORCA calculation (ωB97M-V/def2-TZVPD) on a molecular structure, C5H10BiO3.

Charge: +2
LUMO energy (alpha / beta) (eV): -12.058 / -12.094
HOMO-LUMO gap (alpha / beta) (eV): 3.79 / 3.60
⟨S²⟩: 0.775
Multiplicity: 2
Max |F| (Eh/bohr): 0.0645

Last column: Löwdin spin population.
Atoms and positions in Å:
C (2.743, -1.823, -0.228)  0.017
O (2.861, -0.429, -0.009)  0.043
C (1.771, 0.390, -0.410)  0.049
H (2.842, -2.289, 0.760)  0.000
H (1.782, -2.139, -0.657)  0.000
H (3.545, -2.149, -0.911)  0.011
H (1.918, 1.458, -0.198)  0.005
H (1.131, -0.043, -1.199)  0.003
Bi (4.207, 0.665, -1.613)  0.790
O (-3.717, -0.563, 1.341)  0.012
C (-2.641, -0.065, 1.565)  0.005
C (-1.757, 0.506, 0.473)  0.004
O (-0.562, 1.045, 0.975)  0.038
C (0.520, 0.179, 1.066)  0.015
H (-2.239, 0.022, 2.601)  0.002
H (-2.313, 1.321, -0.016)  0.000
H (-1.580, -0.273, -0.287)  0.001
H (1.150, 0.466, 1.915)  0.002
H (0.234, -0.881, 1.112)  0.002



no.,DFT total energy (hartree)
1,-882.56115
2,-4545.24254
3,-340.64728
4,-271.53407
5,-604.37792
6,-1320.96310
7,-152.86518
8,-4289.00355
9,-368.77180
10,-321.09117
11,-1231.40698
12,-635.94826